{
  "formula": "C5H9NO2S",
  "method": "the ωB97M-V functional and the def2-TZVPD basis",
  "relative_energy_kcal_mol": 85.7,
  "e_homo_ha": -0.3138,
  "lumo_ev": 0.666,
  "homo_lumo_gap_ev": 9.20,
  "elements": ["C", "C", "C", "C", "C", "N", "O", "O", "S", "H", "H", "H", "H", "H", "H", "H", "H", "H"],
  "coordinates": [[-0.918, 0.976, -0.052], [-1.523, -0.119, 0.425], [1.709, 0.178, -1.261], [-1.004, -0.914, 1.616], [1.398, -1.103, -1.352], [0.321, 1.585, 0.280], [-1.550, 1.466, -1.207], [2.178, -0.169, 1.287], [1.985, 0.956, 0.401], [-2.487, -0.389, -0.057], [1.797, 0.953, -2.026], [0.014, -0.825, 1.769], [-1.407, -1.998, 1.632], [-1.483, -0.584, 2.651], [1.269, -1.668, -0.415], [-1.910, 0.676, -1.618], [1.264, -1.576, -2.314], [0.347, 2.554, 0.241]],
  "forces_ev_per_angstrom": [[-0.2321, -1.0292, -1.2405], [0.6958, -0.2637, 1.5792], [0.7755, 0.7247, 0.7351], [-4.4296, -0.8422, 1.7892], [0.0686, 0.3098, 0.5427], [-0.1991, -2.1461, 0.9118], [0.9984, 0.9017, 0.1519], [-0.1598, -0.4327, 1.1406], [-2.0575, -0.0704, -2.7606], [0.8439, 0.0564, 0.5514], [-0.0382, -0.5985, -0.1130], [2.0461, -0.2244, 0.0483], [1.1468, 1.4856, -0.5284], [0.7334, -0.0807, -2.0317], [0.2962, 0.0749, -0.6388], [-0.1505, 0.2538, -0.2169], [-0.2207, -0.0841, 0.0287], [-0.1173, 1.9650, 0.0510]]
}


{
  "formula": "C5H9NO3",
  "method": "the ωB97M-V functional and the def2-TZVPD basis",
  "relative_energy_kcal_mol": 72.1,
  "e_homo_ha": -0.3540,
  "lumo_ev": -0.186,
  "smiles": "C=C(C=O)C(N)=O.CO",
  "homo_lumo_gap_ev": 9.45,
  "elements": ["C", "C", "C", "O", "C", "N", "O", "H", "H", "H", "H", "H", "C", "O", "H", "H", "H", "H"],
  "coordinates": [[0.205, -0.763, 1.742], [0.673, -0.166, 0.666], [0.584, 1.224, 0.236], [0.517, 1.596, -0.934], [2.172, -0.486, 0.114], [2.262, -0.464, -1.228], [3.028, -0.887, 0.866], [-0.671, -0.380, 2.247], [0.649, -1.684, 2.088], [0.338, 1.916, 1.060], [1.650, 0.177, -1.725], [3.109, -0.805, -1.658], [-2.548, -0.212, -0.642], [-2.016, 0.851, 0.114], [-3.595, -0.041, -0.917], [-2.494, -1.097, -0.009], [-1.967, -0.402, -1.551], [-1.895, 1.622, -0.470]],
  "forces_ev_per_angstrom": [[-0.4842, -0.1788, -0.1590], [4.4924, 0.8893, -0.6742], [-3.7545, 0.7705, -0.8988], [0.8822, -0.0941, 1.2125], [-1.6481, -2.1133, 0.8294], [-0.0390, 0.3176, -0.5622], [0.1312, 0.1714, 0.0664], [-0.0916, -0.0065, 0.0419], [0.0613, -0.0910, 0.0638], [0.6091, 0.3658, -0.1086], [0.1502, -0.3767, -0.0043], [0.0389, 0.2935, 0.1255], [-0.0820, -0.3282, -0.1328], [-0.1787, 0.8985, -0.1538], [0.0795, 0.0026, 0.0222], [-0.0458, -0.0177, -0.0801], [-0.0161, 0.0089, 0.0650], [-0.1050, -0.5121, 0.3471]]
}


{
  "formula": "C5H9NO3",
  "method": "the ωB97M-V functional and the def2-TZVPD basis",
  "relative_energy_kcal_mol": 117.4,
  "e_homo_ha": -0.3646,
  "lumo_ev": -0.233,
  "smiles": "O=NOC[C@@H]1CCCO1",
  "homo_lumo_gap_ev": 9.69,
  "elements": ["O", "N", "O", "C", "C", "C", "C", "C", "O", "H", "H", "H", "H", "H", "H", "H", "H", "H"],
  "coordinates": [[3.604, 0.906, 0.453], [2.892, 0.778, -0.451], [2.634, -0.614, -0.717], [1.499, -1.089, 0.013], [0.238, -0.283, -0.237], [-0.425, 0.423, 0.937], [-1.651, 0.964, 0.210], [-1.989, -0.248, -0.697], [-0.837, -1.107, -0.697], [1.745, -1.115, 1.076], [1.338, -2.104, -0.341], [0.414, 0.456, -1.028], [0.182, 1.112, 1.516], [-0.779, -0.400, 1.564], [-1.356, 1.803, -0.417], [-2.471, 1.252, 0.861], [-2.851, -0.791, -0.318], [-2.188, 0.057, -1.725]],
  "forces_ev_per_angstrom": [[0.1938, 0.0731, 0.1754], [-0.1211, 0.1172, 0.0467], [-0.0623, -0.2674, -0.2830], [-0.1333, -0.0648, 0.1101], [-0.3392, 0.3560, -0.2734], [-0.2575, -0.5299, -0.1207], [0.1926, -0.2174, -0.1648], [0.0396, 0.1739, 0.0231], [0.0097, -0.0002, 0.0436], [-0.0108, -0.0447, 0.0811], [0.0813, -0.0714, 0.0047], [0.4066, 0.0175, 0.0102], [0.0180, 0.2231, -0.1255], [0.2478, 0.1586, 0.4392], [-0.1203, 0.2141, 0.1035], [-0.0610, 0.0305, 0.0002], [0.0306, -0.2467, -0.0159], [-0.1146, 0.0784, -0.0546]]
}